The following is a quantum chemistry calculation of a molecular structure, C19H42NO3P3Sc at a distorted geometry, from OMol25.

* relative energy (zero: lowest compared OMol25 entry of this formula, charge and spin): 0.00 kcal/mol
* net charge: +3

Each line ends with the Mulliken charge.
Element x y z (Å)
Sc -0.480 0.109 -0.927  -0.715
P 1.498 1.302 0.496  1.122
P 1.732 -0.270 -2.460  1.332
P -1.085 2.555 -1.758  1.441
O -2.298 0.470 0.231  -0.550
O -1.225 -1.370 -2.109  0.357
O -0.764 -0.928 1.001  -0.630
N -1.418 -0.950 3.420  -0.150
C -0.466 -4.869 -0.346  -0.427
C -2.669 -2.093 -5.908  -0.716
C -1.673 -4.751 -0.920  -0.537
C 2.439 -1.853 -1.855  -1.225
C -1.714 -2.967 -5.381  -0.533
C -3.247 -1.089 -5.116  -0.677
C 0.861 1.713 2.159  -1.375
C 3.235 0.766 -2.607  -1.363
C -1.319 -2.843 -4.044  -0.573
C 2.925 0.274 1.012  -1.370
C -2.795 2.606 -2.421  -1.365
C -1.860 -1.785 -3.312  0.579
C -2.477 -0.369 2.526  -0.874
C -0.262 3.632 -2.989  -1.345
C 1.508 -0.647 -4.238  -1.215
C 2.351 2.872 0.089  -1.343
C -2.860 -0.949 -3.775  -0.891
C -1.294 3.727 -0.355  -1.242
C -1.859 -0.272 1.175  1.243
H -1.280 -3.753 -6.001  0.453
H -0.338 3.928 0.148  0.327
H -2.976 -2.201 -6.953  0.413
H 3.704 0.239 0.242  0.398
H 0.138 2.993 -3.784  0.383
H -2.485 -4.227 -0.391  0.239
H 1.601 0.284 -4.807  0.470
H 2.589 -0.750 1.224  0.328
H -1.989 3.292 0.379  0.281
H 2.296 -1.346 -4.546  0.473
H 1.642 -2.572 -1.611  0.237
H 3.349 0.705 1.930  0.494
H 3.137 2.696 -0.654  0.370
H -0.585 -3.513 -3.587  0.509
H 3.043 -1.687 -0.953  0.306
H 2.932 1.811 -2.765  0.360
H -2.779 0.608 2.904  0.397
H 3.805 0.424 -3.484  0.485
H 0.527 -1.092 -4.442  0.188
H -1.709 4.672 -0.735  0.448
H 2.803 3.257 1.012  0.527
H -3.498 2.416 -1.600  0.365
H -3.282 -0.188 -3.106  0.796
H -1.944 -5.206 -1.885  0.288
H 0.562 4.191 -2.530  0.386
H 3.071 -2.276 -2.646  0.453
H -4.000 -0.420 -5.540  0.452
H -0.943 -1.736 2.945  0.302
H -1.802 -1.268 4.313  0.435
H -0.994 4.330 -3.423  0.456
H 3.873 0.702 -1.716  0.440
H -0.646 -2.066 -1.714  0.157
H 1.568 2.424 2.607  0.611
H 0.817 0.818 2.799  0.084
H -2.932 1.846 -3.196  0.382
H 0.386 -5.396 -0.793  0.299
H -0.703 -0.238 3.642  0.225
H -0.309 -4.402 0.636  0.209
H 1.655 3.619 -0.309  0.303
H -2.986 3.599 -2.853  0.542
H -0.126 2.191 2.112  0.378
H -3.343 -1.038 2.506  0.396

The following is a quantum chemistry calculation of a molecular structure, C16H26B2N6O2Pt at a distorted geometry, from OMol25.

* multiplicity: 5
* energy: -1271.52992 a.u.
* net charge: +4

Each line ends with the Mulliken charge.
Element x y z (Å)
Pt -0.508 -0.174 -0.691  1.199
O 1.566 0.157 1.423  -0.372
O 1.994 1.542 -0.276  -0.139
N -1.405 -1.056 0.948  -0.435
N -1.953 -2.838 -1.470  0.630
N -3.326 -0.844 -1.164  0.305
N -2.423 0.191 -1.255  -0.441
N -0.804 -2.150 -1.772  -0.699
N -2.427 -1.977 0.841  0.045
C -3.036 1.237 -1.885  -0.084
C -1.863 -1.853 2.987  -0.965
C -4.283 0.792 -2.299  -0.914
C -0.793 -4.153 -2.816  -0.852
C 1.391 2.101 2.746  -1.625
C -0.089 -2.954 -2.604  -0.051
C 3.100 3.385 0.810  -1.605
C 2.358 1.216 1.984  1.282
C 4.350 1.399 0.367  -1.790
C -1.973 -4.032 -2.107  0.096
C 3.379 0.703 2.979  -1.663
C 2.958 1.885 0.728  1.225
C -4.414 -0.517 -1.868  0.140
C -1.125 -0.942 2.248  0.101
C -2.697 -2.505 2.058  -0.057
C 0.180 1.589 -2.894  -0.908
B 1.089 0.552 0.145  0.993
B -3.052 -2.245 -0.542  -0.424
H -0.466 -5.016 -3.380  0.471
H -1.797 -2.089 4.051  0.441
H 3.902 1.564 3.435  0.393
H 1.229 1.774 -3.213  0.319
H 0.999 1.459 3.542  0.543
H -0.029 0.506 -2.499  0.274
H 2.861 0.142 3.764  0.464
H -0.479 1.835 -3.737  0.350
H -5.174 -1.263 -2.027  0.524
H 3.756 3.642 1.657  0.418
H -3.426 -3.315 2.206  0.500
H -5.019 1.318 -2.875  0.491
H 1.877 2.974 3.196  0.478
H 0.886 -2.717 -3.036  0.538
H 4.117 0.045 2.510  0.444
H 0.569 2.452 2.101  0.275
H -2.586 2.198 -2.110  0.570
H 3.578 3.742 -0.108  0.493
H 4.691 1.909 -0.543  0.535
H -0.033 2.289 -2.029  0.344
H -2.836 -4.679 -1.992  0.513
H -0.344 -0.300 2.660  0.364
H 2.131 3.882 0.915  0.378
H -4.060 -2.889 -0.533  0.060
H 4.424 0.313 0.258  0.339
H 5.035 1.717 1.165  0.491